Record 1
Molecular formula: C15H44FHfN2O9
Method: DFT, ωB97M-V/def2-TZVPD

Each line ends with the Löwdin spin population.
Cartesian coordinates (Å):
Hf -1.56145 -1.51179 0.24496  0.802
F 0.26415 -0.96798 1.60196  0.022
C 3.46400 -1.19190 2.77662  0.000
O 2.29942 -1.67151 3.34469  0.001
H 3.58840 -0.10991 2.73266  0.000
H 4.23466 -1.78316 3.27116  0.000
H 3.59017 -1.48196 1.73352  0.000
H 1.56212 -1.53099 2.74615  0.000
C 2.35480 -2.24372 -0.97633  0.000
C 1.44616 -1.16584 -1.52676  0.001
C 1.96379 -0.73890 -2.90841  0.000
O 0.96806 0.10569 -3.40674  0.000
C 1.28246 0.82004 -4.59820  0.000
N 0.07131 -1.75367 -1.55397  0.012
H 2.34298 -2.37282 0.10593  0.000
H 3.36530 -1.84559 -1.06843  0.000
H 2.14356 -3.19025 -1.47389  0.000
H 1.39822 -0.20690 -1.01078  0.000
H 2.08129 -1.63854 -3.51251  0.000
H 2.90036 -0.20235 -2.75655  0.000
H 1.92238 1.65472 -4.31202  0.000
H 0.42310 1.32598 -5.03824  0.000
H 1.68733 0.23003 -5.42044  0.000
H 0.29304 -2.71053 -1.78923  0.004
H -0.11001 -1.41326 -2.48743  0.001
C 2.09195 2.05202 1.98575  0.000
C 1.50583 3.10134 1.03113  0.000
C 1.84280 2.86768 -0.40784  0.000
O 1.40401 3.96463 -1.22271  0.000
C 1.78674 3.98347 -2.57011  0.000
N 0.08658 3.25636 1.37330  0.000
H 1.74351 2.24483 3.00040  0.000
H 3.16374 2.25001 1.99890  0.000
H 1.82311 1.01595 1.77987  0.000
H 2.02219 3.98986 1.39446  0.000
H 1.48487 1.85691 -0.60360  0.000
H 2.91402 2.90813 -0.60521  0.000
H 1.32135 4.82623 -3.08126  0.000
H 1.35262 3.11078 -3.05802  0.000
H 2.85541 4.04661 -2.77516  0.000
H -0.24083 4.13173 0.99039  0.000
H -0.02754 3.36581 2.37085  0.000
C -2.31096 0.85480 -2.25186  0.002
C -2.00575 1.53323 -0.89160  0.002
O -0.90982 0.97206 -0.31602  0.008
O -2.57705 -0.52765 -1.82996  0.031
H -1.48956 0.85119 -2.96838  0.000
H -3.09788 1.44230 -2.72482  0.000
H -2.73338 1.63863 -0.08690  0.000
H -1.67024 2.56705 -0.97372  0.000
H -0.46837 1.68331 0.15392  0.000
H -3.36748 -0.78203 -2.31175  0.004
C -4.67265 0.08238 1.16619  0.002
C -3.71516 0.76937 2.15001  0.002
O -2.30319 0.21909 1.98191  0.004
O -3.99701 -1.12564 0.67783  0.033
H -4.84921 0.74794 0.32123  0.000
H -5.68276 -0.01730 1.56348  0.000
H -4.15971 0.60939 3.13230  0.000
H -3.56393 1.82680 1.93303  0.000
H -1.84351 0.57707 2.74490  0.000
H -4.73639 -1.65700 0.37354  0.006
C -1.84400 -4.10089 2.47311  0.008
C -0.34895 -4.16508 2.16336  0.002
O -0.16071 -3.69887 0.90684  0.027
O -2.18627 -2.72606 2.35891  0.019
H -2.04562 -4.53558 3.45214  0.000
H -2.35785 -4.63926 1.67673  0.004
H -0.19657 -5.23650 2.29355  0.000
H 0.37529 -3.74857 2.86343  0.000
H 0.60903 -4.15157 0.55449  0.000
H -2.79611 -2.64012 3.09534  0.000

Calculated values
2S+1   2
Total charge   +2
Calculated total energy   -41683.5993 eV
Expectation value of S²   0.751
Kohn-Sham gap (spin up / spin down)   7.31 / 7.90 eV
LUMO (spin up / spin down)   -5.6 / -6.1 eV

***

Record 2
Molecular formula: C15H45F4KN2O28P5S4
Method: DFT, ωB97M-V/def2-TZVPD

Each line ends with the Löwdin charge.
Cartesian coordinates (Å):
K -1.92477 1.17137 2.56758  0.849
N -3.01172 -1.34880 2.94763  -0.316
S -4.24696 -1.45645 3.71911  0.416
O -4.37900 -0.39600 4.77119  -0.336
O -4.89919 -2.79545 3.88284  -0.305
F -5.16487 -0.92622 2.49017  -0.238
S -2.18473 -2.36970 4.10842  0.596
O -2.14421 -3.80961 3.78824  -0.267
O -2.23064 -1.97071 5.49594  -0.274
F -0.79963 -1.83037 3.55504  -0.208
N -0.38787 0.33632 0.43470  -0.297
S -0.19030 0.56846 -1.22869  0.572
O 0.56473 -0.46128 -1.87023  -0.266
O -0.17139 1.96106 -1.78956  -0.292
F -1.68110 0.10294 -1.54875  -0.195
S 1.00554 0.78766 0.70036  0.444
O 1.06094 2.22540 1.01452  -0.301
O 2.23941 0.00772 0.41022  -0.267
F 0.69977 0.17970 2.19044  -0.297
C 2.91453 1.25117 4.04418  -0.099
O 2.04589 1.82791 4.93008  -0.180
P 0.93174 0.99862 5.62009  0.389
O -0.33235 0.77437 4.87980  -0.278
O 1.56381 -0.28006 6.27765  -0.193
C 0.71083 -1.13744 7.04095  -0.080
O 0.73164 1.93220 6.93454  -0.222
C 0.32529 3.31545 6.88299  -0.091
H 3.90198 1.71256 4.05689  0.106
H 2.36958 1.36840 3.10749  0.065
H 2.95286 0.18624 4.27345  0.080
H -0.34007 -0.85571 7.10683  0.087
H 1.08985 -1.39685 8.02946  0.090
H 0.73497 -2.07400 6.48383  0.093
H 0.93513 3.97740 7.49783  0.078
H -0.67874 3.36539 7.30432  0.089
H 0.48258 3.76359 5.90191  0.082
C 1.32194 5.17549 -1.07819  -0.124
O 1.35513 6.56545 -1.15992  -0.236
P 0.22858 7.30245 -2.05823  0.476
O 0.25496 7.14770 -3.51800  -0.221
O -1.21859 6.89988 -1.37561  -0.209
C -1.25745 6.71109 0.01084  -0.145
O 0.27065 8.88361 -1.64565  -0.199
C 1.53432 9.45769 -1.72469  -0.161
H 2.14447 4.86533 -1.72266  0.103
H 0.40730 4.62650 -1.30211  0.086
H 1.53100 4.82591 -0.06716  0.087
H -0.34226 6.86840 0.58161  0.090
H -1.62643 5.69624 0.15931  0.090
H -1.97945 7.38740 0.46845  0.088
H 1.87146 9.98480 -0.83217  0.087
H 1.60790 10.10030 -2.60203  0.093
H 2.37104 8.76118 -1.77828  0.078
C -3.44005 -2.71123 -3.60801  -0.114
O -4.24725 -3.07628 -2.51786  -0.199
P -5.46097 -2.12855 -2.05848  0.466
O -6.52215 -1.86807 -3.08352  -0.263
O -6.02575 -2.99217 -0.80101  -0.221
C -7.09092 -2.61731 0.04927  -0.100
O -4.85588 -0.83331 -1.31479  -0.206
C -5.08606 0.46904 -1.81457  -0.113
H -2.76145 -1.89556 -3.35846  0.082
H -4.16351 -2.30008 -4.31204  0.077
H -2.90522 -3.43029 -4.22850  0.090
H -7.83661 -3.41216 0.03322  0.085
H -7.65484 -1.78114 -0.36414  0.085
H -6.74468 -2.44975 1.06915  0.082
H -5.72315 1.13034 -1.22730  0.087
H -5.45534 0.47482 -2.84009  0.084
H -4.10327 0.93807 -1.76724  0.071
C 1.35898 -3.43899 -1.09133  -0.105
O 2.21233 -4.00685 -0.13284  -0.243
P 1.84561 -4.41388 1.39653  0.401
O 0.48027 -4.02645 1.68781  -0.201
O 2.04184 -6.00974 1.34127  -0.210
C 3.27776 -6.45817 0.68289  -0.094
O 3.01646 -3.91518 2.37337  -0.218
C 3.32548 -2.53546 2.73162  -0.060
H 0.73470 -4.21986 -1.52564  0.096
H 1.87342 -2.84477 -1.84655  0.065
H 0.73722 -2.76235 -0.50510  0.073
H 3.50734 -7.32584 1.30139  0.076
H 4.15117 -5.81497 0.79035  0.087
H 3.06781 -6.98404 -0.24850  0.087
H 2.57013 -1.76031 2.60239  0.061
H 4.14638 -2.28914 2.05816  0.097
H 3.41964 -2.41289 3.81061  0.084
C 3.31961 -0.33176 -4.21261  -0.129
O 2.70841 -0.74886 -5.40244  -0.234
P 3.58507 -1.85958 -6.24482  0.469
O 4.92063 -1.27261 -6.61287  -0.255
O 3.60565 -3.19269 -5.33751  -0.223
C 2.42067 -3.83862 -4.83800  -0.074
O 2.50406 -2.20765 -7.36857  -0.221
C 1.95018 -1.24477 -8.21612  -0.118
H 3.14777 0.72295 -3.99782  0.095
H 4.40839 -0.38147 -4.22667  0.084
H 2.89420 -0.96578 -3.43470  0.075
H 1.74752 -3.20649 -4.25887  0.083
H 2.76542 -4.76618 -4.38098  0.096
H 1.90475 -4.14008 -5.74962  0.080
H 2.31767 -0.25539 -7.94379  0.085
H 0.87307 -1.07891 -8.19588  0.092
H 2.26945 -1.49381 -9.22812  0.092

Calculated values
Energy above the lowest of the compared OMol25 structures with the same formula, charge and spin   92.20 kcal per mole
Total charge   -1
Calculated total energy   -193582.9881 eV
Kohn-Sham gap   8.59 eV
LUMO   1.2 eV

***

Record 3
Molecular formula: C15H45FNa2O20P5
Method: DFT, ωB97M-V/def2-TZVPD

Each line ends with the Löwdin charge.
Cartesian coordinates (Å):
Na 1.64551 9.30863 -7.71352  0.909
Na 1.34077 14.65836 -6.85967  0.879
F 2.44185 12.38517 -9.34972  -0.854
C -7.57953 15.80946 -10.50243  -0.119
O -6.19476 15.77297 -10.45699  -0.220
P -5.31414 14.61882 -11.15609  0.483
O -6.07405 13.39830 -11.49594  -0.226
O -4.59990 15.34262 -12.46692  -0.221
C -3.95460 16.57553 -12.33375  -0.134
O -4.11592 14.44964 -10.07272  -0.222
C -2.97114 13.72233 -10.40194  -0.133
H -8.15554 15.70804 -9.58264  0.094
H -7.87457 15.19518 -11.35314  0.090
H -7.79028 16.84894 -10.75379  0.089
H -4.49046 17.43566 -12.73516  0.094
H -3.00359 16.55965 -12.86612  0.087
H -3.67377 16.67848 -11.28559  0.081
H -2.78386 12.93057 -9.67661  0.086
H -2.09301 14.36779 -10.42139  0.086
H -2.99419 13.26071 -11.38909  0.094
C 5.55660 13.39273 -1.57812  -0.096
O 5.87982 13.48379 -2.96216  -0.225
P 5.84281 14.88623 -3.78224  0.486
O 4.51497 15.32196 -4.31721  -0.281
O 6.60165 15.97141 -2.83985  -0.194
C 6.01853 17.24924 -2.90115  -0.133
O 6.92100 14.59536 -4.97187  -0.218
C 6.65649 13.59997 -5.92903  -0.116
H 5.21223 14.32365 -1.12770  0.085
H 6.50340 13.16335 -1.08919  0.096
H 4.80368 12.63868 -1.34874  0.089
H 6.80914 17.99367 -2.99535  0.092
H 5.60438 17.45526 -1.91417  0.092
H 5.29728 17.46564 -3.68924  0.083
H 7.61334 13.14650 -6.18772  0.100
H 6.07297 13.97801 -6.76849  0.090
H 5.97310 12.85878 -5.51465  0.076
C 0.45069 13.56444 -16.41394  -0.130
O -0.11201 12.29175 -16.66036  -0.239
P 0.81339 11.13005 -17.37841  0.482
O 0.09533 9.96710 -17.96277  -0.238
O 1.83725 11.93168 -18.40078  -0.249
C 1.35573 12.46089 -19.61625  -0.115
O 1.82380 10.80096 -16.17435  -0.248
C 1.37457 10.55532 -14.81176  -0.060
H 1.50414 13.67758 -16.66994  0.089
H 0.36084 13.90057 -15.38095  0.084
H -0.17662 14.20961 -17.02904  0.091
H 0.34276 12.84639 -19.50047  0.087
H 1.37095 11.68190 -20.37850  0.094
H 1.98286 13.30458 -19.90432  0.092
H 2.11701 9.87360 -14.39688  0.091
H 0.34687 10.19343 -14.84285  0.090
H 1.42238 11.52391 -14.31412  0.082
C 6.91360 4.78692 -9.55622  -0.112
O 7.14530 5.85751 -10.44100  -0.227
P 7.05473 7.38101 -9.89909  0.472
O 5.83604 7.74236 -9.12004  -0.269
O 8.45928 7.57183 -9.07708  -0.226
C 9.70357 7.10382 -9.56720  -0.119
O 7.29204 8.22893 -11.26394  -0.226
C 7.15924 9.65513 -11.20991  -0.089
H 6.56413 5.05172 -8.55831  0.091
H 7.93332 4.43996 -9.38930  0.084
H 6.43135 3.90689 -9.98179  0.095
H 10.23699 6.36836 -8.96500  0.086
H 10.29338 8.01290 -9.68464  0.096
H 9.67486 6.44868 -10.43788  0.087
H 6.67829 9.91375 -12.15326  0.088
H 8.14915 10.09628 -11.32642  0.091
H 6.52384 10.00651 -10.39695  0.088
C 2.03452 20.76083 -12.04350  -0.147
O 1.82977 20.14929 -10.83387  -0.233
P 2.91542 19.16622 -10.07014  0.539
O 2.39684 18.27504 -8.98677  -0.271
O 3.75271 18.45025 -11.30386  -0.232
C 3.42643 17.08328 -11.72289  -0.073
O 3.93129 20.33832 -9.54401  -0.235
C 3.66583 21.00130 -8.34823  -0.128
H 1.21313 21.44815 -12.24597  0.097
H 2.10881 19.96037 -12.77962  0.085
H 2.95725 21.33439 -12.13118  0.093
H 3.18350 16.97440 -12.77987  0.083
H 2.55676 16.73172 -11.16775  0.076
H 4.26931 16.39904 -11.62550  0.089
H 3.66566 22.05620 -8.62257  0.093
H 4.56538 20.83452 -7.75572  0.093
H 2.73779 20.76702 -7.82672  0.091

Calculated values
Energy above the lowest of the compared OMol25 structures with the same formula, charge and spin   172.49 kcal per mole
Total charge   +1
Calculated total energy   -115231.6602 eV
Kohn-Sham gap   6.60 eV
LUMO   -4.4 eV